Entry 1:
DFT (ωB97M-V with the def2-TZVPD basis set) results for C3H4LiO4Pm as an isolated structure.

Element x y z (Å)
H 1.44 1.32 2.08
C 1.18 0.64 1.26
C 2.37 0.25 0.49
O 1.57 1.30 -0.02
H 3.37 0.57 0.81
H 2.37 -0.67 -0.11
O -1.05 0.03 -0.97
C -2.24 -0.35 -0.79
O -2.94 -0.88 -1.74
Li 0.35 1.16 -1.46
H -3.30 -1.74 -1.05
Pm -0.76 -0.48 1.28
O -2.36 -1.16 0.23

Computed properties:
Total charge: +2
E_LUMO (alpha / beta), eV: -9.573 / -9.472
F_max, Eh/bohr: 0.152
Spin multiplicity: 5
Highest occupied orbital energy (alpha / beta), eV: -17.78 / -17.69
Relative energy (zero: lowest compared OMol25 entry of this formula, charge and spin), eV: 3.341
HOMO-LUMO gap (alpha / beta), eV: 8.21 / 8.22

Population analysis type Mulliken, resulting atomic charges in e: 0.39, -0.54, -0.21, -0.50, 0.27, 0.22, -0.61, 0.78, -0.40, 0.98, 0.52, 1.70, -0.59

Entry 2:
DFT (ωB97M-V with the def2-TZVPD basis set) results for C5H14Br2N4 as an isolated structure.

Element x y z (Å)
C 1.63 -2.21 1.69
C 0.06 0.50 -0.18
C -1.32 1.31 -0.17
C 0.16 -0.26 1.08
C -1.58 1.83 -1.56
N 1.25 -1.21 0.97
N 4.17 -2.76 -1.00
N 1.19 -2.74 2.79
N -2.56 2.95 -1.58
Br 3.44 -3.49 0.44
Br 3.35 -3.11 -2.65
H 0.94 1.18 -0.28
H 0.14 -0.21 -0.95
H -2.20 0.73 0.18
H -1.42 2.22 0.33
H -0.71 -0.88 1.04
H 0.51 0.32 1.92
H -1.94 1.07 -2.26
H -0.61 2.15 -1.87
H 1.84 -0.94 0.18
H 0.19 -2.50 3.27
H 1.73 -3.52 3.28
H -3.32 2.73 -0.91
H -2.84 3.00 -2.52
H -2.11 3.85 -1.24

Computed properties:
Total charge: +2
E_LUMO (alpha / beta), eV: -7.818 / -7.212
F_max, Eh/bohr: 0.071
Highest occupied orbital energy (alpha / beta), eV: -15.28 / -15.33
Relative energy (zero: lowest compared OMol25 entry of this formula, charge and spin), eV: 3.508
HOMO-LUMO gap (alpha / beta), eV: 7.46 / 8.12

Population analysis type natural (NBO), resulting atomic charges in e: 0.54, -0.41, -0.41, -0.24, -0.22, -0.59, -0.55, -0.81, -0.67, 0.53, 0.31, 0.23, 0.23, 0.23, 0.21, 0.22, 0.24, 0.23, 0.23, 0.42, 0.44, 0.46, 0.45, 0.46, 0.46

Entry 3:
DFT (ωB97M-V with the def2-TZVPD basis set) results for a 2-piece molecular cluster, C2H4ClNO2 overall.

Element x y z (Å)
C 0.04 0.09 0.06
C -0.79 -0.93 -0.54
N -2.80 0.74 0.03
O -2.30 1.45 0.89
O -3.84 0.90 -0.53
Cl -1.08 -2.44 0.27
H 1.06 -0.40 0.25
H -0.30 0.32 1.07
H 0.07 0.99 -0.60
H -1.24 -1.08 -1.58

Computed properties:
E_LUMO (alpha / beta), eV: -0.265 / -2.614
F_max, Eh/bohr: 0.073
Spin multiplicity: 3
Highest occupied orbital energy (alpha / beta), eV: -7.74 / -11.10
Relative energy (zero: lowest compared OMol25 entry of this formula, charge and spin), eV: 0.613
HOMO-LUMO gap (alpha / beta), eV: 7.47 / 8.49

Population analysis type natural (NBO), resulting atomic charges in e: -0.72, -0.18, 0.51, -0.28, -0.23, -0.03, 0.23, 0.24, 0.24, 0.21

Entry 4:
DFT (ωB97M-V with the def2-TZVPD basis set) results for C26H27BrN7RbS4 as an isolated structure.

Element x y z (Å)
Rb 0.44 0.52 0.44
Br -6.38 1.29 4.50
C -4.74 0.59 3.84
C -3.92 0.03 4.85
C -2.65 -0.43 4.46
C -2.06 0.02 3.21
C -2.99 0.45 2.20
C -4.33 0.69 2.49
N -0.72 -0.05 2.99
C 0.07 -0.33 3.98
C 1.35 -1.00 3.83
C 2.14 -1.41 4.97
C 3.34 -2.02 4.84
C 3.82 -2.12 3.48
C 3.08 -1.56 2.42
N 1.85 -1.06 2.61
H -4.41 -0.16 5.82
H -2.06 -1.07 5.13
H -2.63 0.66 1.14
H -5.03 1.00 1.69
H -0.12 -0.06 5.05
H 1.68 -1.27 5.96
H 3.95 -2.48 5.65
H 4.81 -2.60 3.31
H 3.42 -1.53 1.40
C -1.55 2.06 -4.97
N -1.46 1.03 -3.96
C -1.79 -0.38 -4.44
C -1.33 1.32 -2.65
N -1.77 0.59 -1.69
N -0.51 2.47 -2.48
C -0.55 3.31 -1.32
N -0.05 4.50 -1.66
N -0.87 2.93 -0.15
H -1.69 3.09 -4.59
H -2.35 1.80 -5.68
H -0.67 2.04 -5.65
H -2.87 -0.50 -4.59
H -1.57 -1.13 -3.67
H -1.16 -0.48 -5.36
H -2.51 -0.02 -2.02
H -0.05 2.83 -3.32
H -0.02 4.86 -2.63
H -0.02 5.22 -1.02
H -1.08 3.76 0.40
S 3.26 2.31 4.00
S 2.46 3.40 2.62
S 0.52 4.08 3.23
S -0.16 5.40 1.94
C -0.21 -3.66 -2.96
C -0.24 -3.64 -1.59
C 0.68 -2.86 -0.87
C 1.73 -2.25 -1.61
C 2.71 -1.49 -0.89
C 3.80 -0.98 -1.51
C 3.88 -1.03 -2.91
C 2.96 -1.75 -3.62
C 1.81 -2.28 -3.05
C 0.77 -2.98 -3.66
H -0.91 -4.32 -3.48
H -0.89 -4.30 -0.98
H 0.73 -2.93 0.22
H 4.59 -0.55 -0.87
H 4.74 -0.47 -3.33
H 3.10 -1.98 -4.71
H 0.67 -3.12 -4.75

Computed properties:
Total charge: -2
E_LUMO (alpha / beta), eV: 3.349 / 3.348
F_max, Eh/bohr: 0.079
Highest occupied orbital energy (alpha / beta), eV: 0.18 / -0.96
Relative energy (zero: lowest compared OMol25 entry of this formula, charge and spin), eV: 0.826
HOMO-LUMO gap (alpha / beta), eV: 3.17 / 4.31

Population analysis type natural (NBO), resulting atomic charges in e: 0.90, -0.05, -0.17, -0.24, -0.30, 0.17, -0.25, -0.24, -0.57, -0.01, 0.12, -0.25, -0.22, -0.34, 0.04, -0.49, 0.21, 0.21, 0.23, 0.21, 0.14, 0.19, 0.19, 0.19, 0.24, -0.42, -0.46, -0.42, 0.60, -0.75, -0.65, 0.57, -0.83, -0.76, 0.21, 0.19, 0.18, 0.18, 0.25, 0.20, 0.34, 0.39, 0.36, 0.41, 0.39, -0.36, 0.09, -0.02, -0.66, -0.26, -0.27, -0.20, -0.02, -0.37, -0.35, -0.21, -0.29, -0.11, -0.21, 0.19, 0.20, 0.24, 0.18, 0.18, 0.18, 0.18

Entry 5:
DFT (ωB97M-V with the def2-TZVPD basis set) results for C34H34CeN7OS3 as an isolated structure.

Element x y z (Å)
Ce 0.24 0.19 -0.38
C -2.80 -0.29 1.35
N -1.50 -0.93 1.51
C -1.76 -2.34 1.04
C -0.50 -3.04 0.70
N 0.10 -2.66 -0.63
C 1.48 -3.17 -0.55
C -0.67 -3.32 -1.69
C -0.53 -4.68 -1.99
C -1.35 -5.37 -2.86
C -2.21 -4.59 -3.58
C -2.31 -3.22 -3.39
C -1.53 -2.53 -2.46
S -1.81 -0.83 -2.12
C -1.05 -0.90 2.92
C -1.99 -1.05 3.95
C -1.71 -1.05 5.25
C -0.35 -1.01 5.61
C 0.62 -0.87 4.63
C 0.34 -0.85 3.24
S 1.70 -0.69 2.14
H -3.72 -0.84 1.84
H -3.11 -0.37 0.32
H -2.87 0.75 1.79
H -2.39 -2.28 0.15
H -2.33 -2.88 1.77
H -0.78 -4.12 0.72
H 0.27 -2.85 1.41
H 1.63 -4.25 -0.42
H 1.98 -2.59 0.32
H 1.98 -3.03 -1.50
H 0.13 -5.23 -1.28
H -1.30 -6.45 -2.92
H -2.88 -5.04 -4.28
H -3.03 -2.66 -3.93
H -3.00 -1.11 3.52
H -2.44 -1.10 6.05
H 0.03 -0.95 6.61
H 1.66 -0.82 4.85
O -0.13 1.75 -2.02
C -0.03 1.52 -3.30
C -1.17 1.73 -4.08
C -1.20 1.39 -5.43
C -0.04 0.92 -6.08
C 1.11 0.78 -5.31
C 1.18 1.09 -3.91
C 2.31 0.71 -3.09
N 2.28 0.04 -1.91
C 3.64 -0.05 -1.52
C 4.43 0.62 -2.42
N 3.56 1.03 -3.44
H -2.05 2.01 -3.56
H -2.16 1.40 -5.92
H -0.24 0.58 -7.06
H 2.00 0.39 -5.76
H 3.95 -0.47 -0.61
H 5.50 0.85 -2.56
H 3.80 1.69 -4.16
C 4.18 2.37 2.73
N 2.78 2.79 2.90
C 2.08 2.90 4.07
C 0.73 3.07 3.82
N 0.65 2.99 2.41
C 1.89 2.80 1.86
S 2.30 2.61 0.26
C -0.53 3.27 1.69
C -1.25 4.46 1.93
C -2.44 4.74 1.27
C -2.81 3.87 0.27
C -2.04 2.72 0.02
N -0.94 2.42 0.76
H 4.65 2.37 3.71
H 4.70 3.06 2.05
H 4.20 1.33 2.44
H 2.73 2.94 4.93
H -0.14 3.34 4.43
H -0.92 5.19 2.69
H -2.92 5.73 1.40
H -3.68 3.98 -0.37
H -2.22 2.09 -0.80

Computed properties:
E_LUMO (alpha / beta), eV: 0.133 / 0.131
F_max, Eh/bohr: 0.067
Spin multiplicity: 2
Highest occupied orbital energy (alpha / beta), eV: -6.81 / -6.82
HOMO-LUMO gap (alpha / beta), eV: 6.95 / 6.95

Population analysis type Mulliken, resulting atomic charges in e: 0.62, -1.25, 1.62, -1.30, -1.43, 1.37, -0.92, -0.65, -0.45, -0.83, -0.59, -0.87, 0.94, -0.44, -0.72, -0.44, -0.97, -0.74, -1.03, 1.10, -0.50, 0.49, 0.26, 0.28, 0.77, 0.47, 0.33, 0.97, 0.36, 0.10, 0.38, 0.16, 0.41, 0.40, 0.50, 0.30, 0.43, 0.39, 0.51, -0.46, 0.71, -0.88, -0.18, -1.08, -0.68, 0.06, 0.27, 0.34, -0.48, -0.75, 0.05, 0.36, 0.37, 0.38, 0.42, 0.42, 0.41, 0.28, -0.80, 0.17, -0.62, -0.43, 0.82, -0.03, -0.37, -0.43, -0.50, -0.70, -0.89, -0.25, 0.73, 0.34, 0.28, 0.31, 0.49, 0.50, 0.49, 0.37, 0.46, 0.46

Entry 6:
DFT (ωB97M-V with the def2-TZVPD basis set) results for C4H8O in the gas phase.

Element x y z (Å)
C 1.89 0.24 0.45
O 1.37 0.66 -0.67
C 0.12 0.85 -0.97
C -0.97 -1.08 0.19
C -0.95 0.45 -0.03
H 1.26 0.14 1.33
H 2.97 0.22 0.46
H 0.04 -1.46 0.34
H -0.03 1.16 -2.00
H -1.39 -1.58 -0.68
H -1.56 -1.35 1.07
H -1.92 0.79 -0.43
H -0.82 0.96 0.94

Computed properties:
E_LUMO (alpha / beta), eV: 0.929 / 0.929
F_max, Eh/bohr: 0.014
Highest occupied orbital energy (alpha / beta), eV: -7.23 / -7.03
Relative energy (zero: lowest compared OMol25 entry of this formula, charge and spin), eV: 3.428
HOMO-LUMO gap (alpha / beta), eV: 8.16 / 7.96

Population analysis type natural (NBO), resulting atomic charges in e: -0.21, -0.34, 0.09, -0.61, -0.49, 0.16, 0.17, 0.21, 0.17, 0.21, 0.21, 0.22, 0.21

Entry 7:
DFT (ωB97M-V with the def2-TZVPD basis set) results for a 10-piece molecular cluster, C41H79I2N4O9 overall.

Element x y z (Å)
C 8.48 2.74 1.65
C 7.07 2.24 1.35
I 6.86 1.08 -0.45
C 6.03 2.50 2.15
I 6.24 3.71 3.91
N 4.75 1.90 1.73
C 3.67 2.41 1.12
N 2.84 1.34 0.95
C 3.41 0.26 1.45
N 2.98 -1.01 1.49
N 4.63 0.61 1.97
H 8.56 3.75 1.19
H 9.19 2.05 1.15
H 8.73 2.75 2.72
H 3.54 3.45 0.83
H 2.86 -1.61 0.68
H 2.82 -1.42 2.40
H 5.32 0.03 2.43
C 0.40 2.73 3.20
C 1.10 3.12 4.47
C -0.05 3.56 5.35
O -1.19 2.80 4.95
C -0.89 2.12 3.72
H 0.98 2.04 2.59
H 0.19 3.62 2.61
H 1.59 2.24 4.90
H 1.86 3.89 4.31
H -0.29 4.62 5.19
H 0.15 3.41 6.41
H -0.77 1.05 3.95
H -1.72 2.23 3.02
C -1.39 -0.95 0.27
C -1.85 -2.37 0.56
C -0.56 -3.04 0.98
O 0.26 -2.03 1.60
C -0.33 -0.74 1.33
H -2.19 -0.21 0.32
H -0.94 -0.91 -0.72
H -2.56 -2.36 1.40
H -2.33 -2.85 -0.29
H -0.02 -3.43 0.11
H -0.72 -3.86 1.68
H -0.77 -0.37 2.27
H 0.45 -0.04 1.02
C -2.28 -0.44 -4.78
C -3.68 -0.44 -4.19
C -3.55 -1.47 -3.08
O -2.19 -1.43 -2.63
C -1.42 -0.64 -3.55
H -2.04 0.47 -5.33
H -2.17 -1.29 -5.46
H -3.90 0.54 -3.75
H -4.46 -0.68 -4.90
H -3.75 -2.48 -3.46
H -4.23 -1.28 -2.25
H -1.18 0.31 -3.07
H -0.48 -1.16 -3.77
C 6.76 2.75 -4.07
C 6.84 3.77 -5.19
C 5.58 3.46 -5.99
O 4.62 2.96 -5.06
C 5.26 2.69 -3.81
H 7.33 3.02 -3.19
H 7.12 1.78 -4.43
H 6.77 4.78 -4.78
H 7.75 3.71 -5.78
H 5.77 2.67 -6.73
H 5.18 4.33 -6.50
H 4.95 3.45 -3.09
H 4.94 1.71 -3.44
C -8.03 -3.79 -4.38
C -8.60 -2.54 -5.04
C -7.71 -1.45 -4.47
O -6.43 -2.05 -4.23
C -6.54 -3.48 -4.35
H -8.26 -4.71 -4.91
H -8.42 -3.88 -3.36
H -8.47 -2.61 -6.12
H -9.66 -2.38 -4.83
H -8.09 -1.08 -3.52
H -7.59 -0.61 -5.15
H -6.05 -3.78 -5.28
H -6.03 -3.96 -3.51
C -3.68 0.09 -10.10
C -5.07 0.10 -9.50
C -4.94 -0.94 -8.39
O -3.58 -0.90 -7.95
C -2.81 -0.12 -8.87
H -3.43 1.00 -10.64
H -3.57 -0.75 -10.78
H -5.29 1.08 -9.06
H -5.86 -0.14 -10.21
H -5.14 -1.95 -8.77
H -5.61 -0.75 -7.55
H -2.57 0.84 -8.38
H -1.88 -0.63 -9.09
C -2.82 -5.84 -1.60
C -3.76 -6.62 -0.71
C -5.10 -5.97 -1.00
O -5.04 -5.51 -2.36
C -3.69 -5.59 -2.83
H -1.90 -6.36 -1.84
H -2.56 -4.89 -1.13
H -3.78 -7.67 -1.02
H -3.50 -6.59 0.35
H -5.27 -5.10 -0.36
H -5.94 -6.65 -0.89
H -3.62 -6.42 -3.54
H -3.43 -4.67 -3.35
C -1.82 -0.27 8.66
C -1.67 0.70 7.50
C -2.25 1.98 8.08
O -1.99 1.94 9.49
C -1.55 0.63 9.85
H -1.15 -1.13 8.61
H -2.85 -0.64 8.70
H -0.61 0.84 7.27
H -2.17 0.38 6.59
H -3.33 2.02 7.93
H -1.80 2.87 7.65
H -0.48 0.68 10.08
H -2.07 0.31 10.75
C 6.55 2.45 7.73
C 7.09 3.51 8.68
C 8.40 2.89 9.12
O 8.87 2.08 8.03
C 7.82 1.94 7.07
H 5.82 2.83 7.02
H 6.08 1.64 8.31
H 7.28 4.43 8.13
H 6.43 3.74 9.51
H 8.26 2.23 9.99
H 9.16 3.63 9.37
H 8.08 2.55 6.20
H 7.75 0.90 6.76

Computed properties:
Total charge: +1
E_LUMO, eV: -3.950
F_max, Eh/bohr: 0.089
Highest occupied orbital energy, eV: -10.40
HOMO-LUMO gap, eV: 6.45

Atomic partial charges in e from the Mulliken method, atoms 1 to 99: -1.26, 0.51, 0.14, -0.87, 0.20, 0.54, -0.15, -0.36, 0.21, -0.23, 0.00, 0.30, 0.40, 0.45, 0.46, 0.20, 0.21, 0.24, 0.41, -0.58, -0.55, -0.38, -0.37, -0.52, 0.30, 0.26, 0.38, 0.28, 0.32, 0.19, 0.31, -0.26, 0.02, -0.55, -0.44, 0.31, 0.54, -0.15, 0.29, -0.33, 0.30, 0.33, -0.21, 0.06, -0.42, -0.33, 0.22, -0.30, -0.61, 0.37, 0.15, 0.23, 0.08, -0.42, 0.33, 0.35, 0.33, -0.43, -0.57, -0.46, -0.41, -0.27, 0.28, 0.26, 0.27, 0.34, 0.27, 0.28, 0.17, 0.25, -0.66, -0.61, -0.56, -0.23, 0.24, 0.40, 0.27, 0.24, 0.38, 0.32, 0.28, 0.20, -0.18, -0.59, -0.56, -0.10, -0.32, -0.45, 0.34, 0.26, 0.28, 0.36, 0.24, -0.02, 0.27, 0.30, 0.25, -0.66, -0.51

Entry 8:
DFT (ωB97M-V with the def2-TZVPD basis set) results for C28H34F7FeINO2SbSi as an isolated structure.

Element x y z (Å)
Fe -0.18 -1.02 -0.79
C 0.75 -2.31 4.57
C 0.08 -2.40 3.19
C -0.57 -3.78 3.02
C -0.95 -1.29 3.00
C -2.03 -1.23 3.88
C -3.04 -0.31 3.72
C -3.00 0.57 2.66
C -1.95 0.55 1.75
C -1.91 1.55 0.61
C -0.95 2.70 0.94
C -3.28 2.09 0.22
C -0.90 -0.37 1.93
N 0.17 -0.40 1.00
C 1.47 -0.25 1.40
C 1.91 0.34 2.59
C 3.27 0.46 2.87
C 4.24 0.01 1.98
C 3.83 -0.57 0.78
C 2.49 -0.67 0.55
F 2.04 -1.23 -0.65
H 1.52 -3.08 4.66
H 0.02 -2.46 5.37
H 1.23 -1.34 4.72
H 0.85 -2.30 2.43
H -1.32 -3.96 3.80
H 0.19 -4.56 3.09
H -1.06 -3.87 2.05
H -2.08 -1.94 4.70
H -3.87 -0.28 4.42
H -3.81 1.28 2.53
H -1.52 1.04 -0.27
H -1.30 3.22 1.84
H -0.90 3.42 0.12
H 0.06 2.33 1.14
H -3.68 2.76 0.98
H -3.99 1.28 0.06
H -3.20 2.66 -0.71
H 1.17 0.69 3.29
H 3.57 0.91 3.80
H 5.29 0.10 2.21
H 4.54 -0.94 0.05
F -0.44 -3.09 -0.36
Sb -2.34 -3.44 -0.66
F -1.84 -3.89 -2.42
F -2.20 -1.57 -1.20
F -4.13 -3.55 -1.15
F -2.77 -2.79 1.02
F -2.09 -5.18 -0.05
C -2.11 -0.30 -4.30
Si -0.30 -0.29 -3.94
C 0.70 0.68 -5.15
C 0.45 -1.94 -3.56
H -2.31 -0.68 -5.31
H -2.50 0.72 -4.22
H -2.63 -0.93 -3.58
H 0.75 0.16 -6.11
H 1.73 0.81 -4.78
H 0.28 1.67 -5.33
H 0.70 -2.46 -4.49
H -0.23 -2.60 -3.02
H 1.38 -1.84 -2.99
I 5.27 5.04 -1.54
C 3.47 4.01 -1.75
C 3.39 2.69 -1.32
C 2.20 2.00 -1.51
C 1.11 2.62 -2.09
C 1.19 3.95 -2.48
C 2.38 4.65 -2.33
C -0.17 1.90 -2.34
O -1.22 2.43 -2.50
O -0.06 0.51 -2.41
H 4.23 2.21 -0.85
H 2.12 0.97 -1.18
H 0.32 4.43 -2.92
H 2.45 5.68 -2.65

Computed properties:
E_LUMO (alpha / beta), eV: -0.552 / -0.550
F_max, Eh/bohr: 0.024
Highest occupied orbital energy (alpha / beta), eV: -7.48 / -7.48
HOMO-LUMO gap (alpha / beta), eV: 6.93 / 6.93

Population analysis type Mulliken, resulting atomic charges in e: 0.98, -1.69, 0.94, -1.33, 0.72, -0.63, -1.59, -0.84, -0.05, 3.45, -1.38, -2.24, -0.08, 1.69, 0.38, -0.41, -0.85, -0.76, -0.79, -0.01, -0.29, 0.45, 0.33, 0.35, 0.00, 0.28, 0.45, 0.24, 0.33, 0.37, 0.32, -1.58, 0.34, 0.43, 0.26, 0.44, 0.44, 0.44, 0.72, 0.46, 0.42, 0.49, -0.74, 2.32, -0.59, -0.76, -0.52, -0.56, -0.51, -1.02, 0.36, -1.21, -0.83, 0.45, 0.30, 0.22, 0.42, 0.33, 0.33, 0.54, 0.14, 0.24, 0.10, -0.27, -0.46, -0.05, 0.38, -0.74, -0.59, -0.20, -0.54, 0.36, 0.57, 0.46, 0.45, 0.41